Record 1
Computed, not measured: a 11-piece molecular cluster, C38H86F3NO13S10 overall in a non-equilibrium geometry, with ωB97M-V/def2-TZVPD.

- LUMO energy: -1.751 eV
- E_tot: -185387.0380 eV
- ΔE to the lowest compared entry with this formula, charge and spin: 1350.4 kJ/mol
- Kohn-Sham gap: 5.244 eV

Each line ends with the Mulliken charge.
Positions of all 151 atoms, in Å:
C (3.1363, 0.6710, 6.1873)  -0.76
H (-0.9539, 4.5382, -2.6011)  0.50
H (7.8045, 7.8369, -1.2507)  0.34
H (-4.7192, -2.5914, -1.5106)  0.19
H (3.4812, 7.3258, -1.2350)  0.05
H (3.3263, 8.6719, -2.4063)  0.40
S (-3.2414, -1.0896, -3.7782)  0.59
H (-4.8620, -3.7060, -8.5514)  0.27
H (5.7058, 6.2332, 1.6051)  0.32
H (3.1857, -4.2122, 10.5150)  0.33
H (3.9336, -0.8252, 1.8167)  0.01
H (-6.0636, -3.3925, -0.6572)  0.41
C (3.1663, 2.1147, 1.3465)  -0.28
H (-5.1089, -7.9403, -8.8822)  0.30
H (5.9205, -4.8193, 0.3474)  0.31
H (-3.8693, 2.5965, 4.8920)  0.31
H (4.1380, -4.7675, 0.3613)  0.25
C (1.3209, 0.9499, 3.0553)  0.83
H (8.7973, 9.0100, -0.3476)  0.32
H (-2.5578, -0.0557, -5.8401)  0.35
C (3.7738, -1.5090, 2.7701)  -0.52
H (-1.8883, 0.8810, -3.5032)  0.34
O (-3.1156, -2.4898, -3.2530)  -0.66
H (-0.7706, 1.4836, 3.8941)  0.17
H (2.5497, 2.8342, 3.4464)  0.47
H (6.0503, 6.2612, -0.1429)  0.35
C (5.0297, -4.6291, -0.2561)  -0.92
H (3.2477, -0.4550, 6.5188)  0.18
H (3.1959, -5.1544, 9.0009)  0.31
C (-1.9011, -0.1146, -3.0536)  -0.37
H (-0.0148, 1.9637, 0.6648)  0.27
S (-3.9525, -1.8657, -9.7805)  0.39
C (-1.4933, -6.3561, 3.9734)  -1.06
S (-5.4663, -1.2935, 0.3554)  0.87
H (-3.0795, -3.7578, -8.5653)  0.35
O (-3.7373, -0.9642, -8.6001)  -0.55
C (-5.6884, -2.4361, -1.0290)  -1.01
H (-2.2016, 0.7980, 0.2558)  -0.89
H (-2.2144, -7.0456, 1.3287)  0.36
H (3.8105, -0.9191, 3.7806)  0.07
C (-0.7489, 2.0365, 1.5739)  -0.69
S (7.6836, 7.4901, 1.1268)  0.48
H (-1.6195, -0.0537, 1.8398)  -0.05
S (5.0475, -2.9272, -0.8678)  0.49
S (-1.9103, -5.1077, 2.7327)  0.82
H (-1.2648, 3.1113, 1.5240)  0.31
H (-1.5929, -1.5223, -5.4853)  0.34
H (0.3130, 2.9863, 3.3998)  0.27
H (-4.2702, 0.3100, 6.9557)  0.25
O (7.5674, 8.4350, 2.2870)  -0.62
H (-3.2607, -1.6733, -6.0985)  0.28
H (-6.0211, -6.4302, -9.1358)  0.29
H (-0.9678, 6.0763, -1.7006)  0.32
S (-1.0635, 6.4568, -4.0598)  0.62
C (6.0256, 6.8610, 0.7699)  -0.76
C (-1.5854, -6.1528, 1.2928)  -1.04
H (-1.6611, -5.9289, 4.9650)  0.29
C (1.7407, 4.4971, 1.0693)  0.32
H (2.7012, 7.0531, -2.8137)  0.27
C (-4.5832, -7.9413, -6.1042)  -0.97
H (-4.0947, -2.3389, 5.4793)  0.32
H (-1.8180, -5.5824, 0.3894)  0.30
H (6.8567, -2.0824, -2.1842)  0.33
H (0.8610, 0.6095, 6.3052)  0.33
H (7.4170, -3.3416, -1.0539)  0.32
C (1.4409, -3.7208, 7.3114)  -0.83
C (-2.0052, 0.9593, 1.4003)  1.28
H (-1.5830, -2.2801, -9.9666)  0.29
C (1.6494, 0.9665, 5.4827)  -0.40
C (-0.2997, 5.3177, -5.2389)  -0.85
O (-3.5801, -5.9172, -7.5369)  -0.58
S (2.3008, -2.9353, 8.6954)  0.52
C (1.8536, 9.3931, -0.1031)  -1.03
H (-4.0041, -8.6353, -6.7182)  0.31
C (-3.7549, -0.8289, 3.4573)  -0.07
N (-3.6887, 0.6827, 3.3706)  0.37
F (4.1228, 4.3458, 0.1859)  -0.32
H (2.5163, 8.8942, 0.6080)  0.31
O (3.6199, -2.4363, 8.1822)  -0.61
C (2.3892, -2.3824, 2.5842)  -0.12
H (-0.4413, -6.6339, 3.8741)  0.33
C (-2.5927, -1.0818, -5.4665)  -0.95
C (2.7131, 1.7951, 2.8832)  -0.45
C (-0.5621, 5.5575, -2.5726)  -0.93
H (-0.5307, -6.4371, 1.2778)  0.33
H (-7.3142, -0.5404, 1.6738)  0.33
H (6.5367, -3.7977, -2.5454)  0.39
C (2.8500, 7.7739, -2.0060)  -0.68
H (1.4860, 2.1172, 5.3643)  0.24
H (1.0012, 9.8170, 0.4346)  0.33
H (-2.1277, -7.2365, 3.8472)  0.37
C (-3.8786, 1.4352, 4.6855)  -0.35
H (0.5282, 5.5392, -2.5060)  0.14
O (1.3931, 0.1563, 4.2895)  -0.49
H (-4.3315, 1.3346, 1.3457)  0.11
S (1.2360, 8.1886, -1.3026)  0.67
O (-3.3924, -4.8815, 2.8008)  -0.69
H (2.0911, -4.4594, 6.8369)  0.32
H (4.6931, -2.2576, 2.7853)  0.37
C (2.6168, -4.4604, 9.6148)  -0.97
H (1.1789, -2.9492, 6.5833)  0.21
H (-5.5329, -8.3979, -5.8160)  0.37
H (-0.7074, 4.3126, -5.1062)  0.21
H (-6.6718, -7.6815, -8.0468)  0.38
C (1.0357, -1.4074, 2.4582)  0.14
C (-4.1033, 0.2126, 5.7956)  -0.52
F (0.9016, 4.7033, -0.1698)  -0.10
S (-4.8992, -6.4162, -7.0237)  0.52
H (-7.8175, -0.8856, -0.0009)  0.36
H (-2.4633, -2.7361, -11.4581)  0.36
H (2.2519, -3.2317, 3.3984)  0.19
C (-7.2090, -1.2347, 0.8366)  -1.14
C (7.8370, 8.4879, -0.3738)  -0.90
H (4.9940, -5.3210, -1.1009)  0.41
C (-4.0171, -1.2550, 5.0211)  -0.60
C (-3.4117, 1.4809, 2.0840)  -0.65
O (-2.5515, 6.3137, -4.1934)  -0.68
H (4.0328, 1.0752, 5.5493)  0.18
H (7.0279, 9.2208, -0.4203)  0.28
H (3.1228, 1.3018, 7.1999)  0.35
H (-3.3761, 2.6280, 2.3854)  0.29
H (5.3262, 7.6923, 0.6542)  0.18
H (-0.9433, -0.6136, -3.2184)  0.34
O (0.4694, 8.9451, -2.3478)  -0.65
C (6.6227, -3.0564, -1.7475)  -1.02
H (0.7823, 5.3067, -5.0883)  0.30
H (2.3903, 10.1933, -0.6185)  0.34
C (2.9789, 3.6914, 0.8840)  -0.11
H (0.5282, -4.2005, 7.6723)  0.38
H (-2.0808, -0.0228, -1.9797)  -0.29
H (4.3419, 1.9126, 1.2943)  0.35
O (5.2627, -2.0257, 0.3126)  -0.55
H (-4.0143, -7.6931, -5.2041)  0.32
H (3.6035, 1.2594, 3.4204)  0.01
O (-5.1113, 0.0470, -0.2185)  -0.73
H (-4.0060, -4.2595, -10.0136)  0.44
C (-5.7591, -7.2017, -8.4077)  -0.91
C (-2.3773, -1.9949, -10.6603)  -0.96
F (1.3707, 5.0913, 2.3771)  -0.26
H (2.5090, -2.9565, 1.5439)  0.11
H (2.6905, 1.4363, 0.5221)  0.31
H (-7.5361, -2.2289, 1.1497)  0.37
C (-0.0471, 1.9135, 3.0497)  -0.31
H (-2.1433, -1.0209, -11.0969)  0.33
H (-3.5984, -1.5180, 2.5153)  0.30
C (-3.9703, -3.5676, -9.1688)  -0.95
O (1.0763, -0.0308, 1.9468)  -0.32
O (-0.1228, -2.0258, 2.8209)  -0.43
H (-0.5194, 5.6665, -6.2516)  0.33
H (-6.3890, -2.0143, -1.7537)  0.34
H (1.6671, -4.9170, 9.9031)  0.36

=====

Record 2
Computed, not measured: a 2-piece molecular cluster, C12H19NO2 overall in a non-equilibrium geometry, with ωB97M-V/def2-TZVPD.

- LUMO energy: 0.777 eV
- E_tot: -18336.5267 eV
- ΔE to the lowest compared entry with this formula, charge and spin: 76.9 kJ/mol
- SMILES string: CCN(C)C(C)=O.Cc1ccc(O)cc1
- Kohn-Sham gap: 8.834 eV

Each line ends with the natural charge from an NBO analysis.
Positions of all 34 atoms, in Å:
C (-1.1332, -0.1766, -3.1441)  -0.45
C (2.2066, 0.9762, -1.8199)  -0.73
H (0.2276, -3.5862, 5.0428)  0.22
H (-1.0876, 2.1720, -3.6884)  0.21
H (-2.2227, -0.1315, -3.0480)  0.23
C (0.0778, 3.2281, -2.3073)  -0.60
H (-0.6311, 3.2895, -1.4810)  0.22
C (-1.0287, -0.5776, 1.3877)  0.30
H (-2.0513, -1.6772, 4.4139)  0.20
N (-0.1317, 0.6949, -2.5294)  -0.47
H (-0.0964, 4.0208, -3.0116)  0.21
C (0.3455, -2.5064, 4.9478)  -0.63
H (0.9669, -0.7159, 0.6717)  0.22
C (0.7950, -1.4974, 2.6606)  -0.18
C (-0.0737, -1.7681, 3.7055)  -0.05
O (-1.6833, -0.4356, 0.1797)  -0.67
C (-1.8955, -0.7054, 2.4911)  -0.25
H (1.8410, -1.6912, 2.8637)  0.21
H (2.8944, 0.4550, -1.1755)  0.25
H (-0.9875, -1.1549, -2.7131)  0.24
H (1.3976, -2.3008, 5.1809)  0.21
H (1.0887, 3.2327, -1.9683)  0.20
H (2.7858, 1.3487, -2.6669)  0.24
C (-1.4242, -1.4053, 3.5724)  -0.19
C (0.3009, -0.8949, 1.5075)  -0.30
H (-0.2496, -2.1343, 5.7606)  0.21
H (0.6024, 2.1067, -4.0065)  0.18
H (-0.9917, -0.2486, -0.4739)  0.48
C (1.0696, 0.0743, -2.1726)  0.69
C (-0.1338, 1.9904, -3.2096)  -0.21
H (-0.8892, -0.2989, -4.1907)  0.19
H (-2.9274, -0.3850, 2.4329)  0.22
H (1.9081, 1.8197, -1.2175)  0.23
O (1.1308, -1.1172, -1.9942)  -0.60

=====

Record 3
Computed, not measured: C36H23CdCl2N6O5 as an isolated structure in a non-equilibrium geometry, with ωB97M-V/def2-TZVPD.

- LUMO energy: 1.497 eV
- E_tot: -86494.6165 eV
- ΔE to the lowest compared entry with this formula, charge and spin: 68.2 kJ/mol
- Kohn-Sham gap: 5.877 eV
- Total charge: -1

Each line ends with the Mulliken charge.
Positions of all 73 atoms, in Å:
C (4.6927, 0.8716, -1.2041)  -0.78
C (-0.3668, 2.4862, -1.5649)  0.56
Cl (7.2554, 0.2389, 1.7978)  -0.26
H (-4.6779, 1.5246, 0.6080)  0.41
C (-4.6580, 2.2455, -0.1973)  -0.70
C (2.3331, -2.1586, 1.7324)  0.12
N (-2.2236, 1.0254, 0.6097)  -1.01
C (5.8481, 0.1984, 0.7882)  0.09
H (-0.1086, 4.4046, -2.4545)  0.43
N (2.4832, -1.3454, 0.6978)  -0.04
C (0.1160, -0.5646, 4.2637)  -0.56
H (2.7581, -0.2366, 3.3663)  0.48
H (-4.5416, 4.7954, -3.0707)  0.34
C (-2.3458, 1.5809, -0.5823)  0.02
H (-3.2235, -0.5380, 2.3470)  0.45
C (-1.2975, 1.3112, -1.5727)  0.27
C (-4.5779, 4.0645, -2.2738)  -0.79
H (1.4626, -3.9643, 3.5009)  0.46
C (-1.1400, -3.0519, 0.9141)  -0.15
C (-0.8681, 3.6945, -2.1510)  -1.06
H (-0.8010, -5.0309, 3.6205)  0.41
H (-0.9705, -1.5112, 5.8399)  0.42
O (1.1162, 0.5730, 2.3619)  -0.39
H (-1.8348, -2.7612, 0.1344)  0.47
C (5.8084, 0.9301, -0.3869)  0.15
H (-2.3349, 4.8740, -3.0230)  0.27
H (-1.4172, -2.8806, -5.1173)  0.39
C (-1.1468, -0.0608, 2.2648)  0.21
C (-5.8016, 2.9005, -0.5795)  -0.56
C (-0.2163, -2.4197, -3.3954)  -0.16
N (0.0528, -2.4821, 0.8568)  -0.22
C (-2.2910, -0.5527, 2.8915)  -0.04
C (-0.0897, -1.2211, -5.4491)  -0.40
C (-2.1672, 3.9843, -2.4248)  -0.51
C (0.6876, -3.7266, 2.7875)  -0.81
H (2.1390, 1.3150, 4.0131)  0.52
N (0.7153, -1.6742, -2.8297)  -0.23
C (0.9092, -0.4592, -4.8749)  -0.63
H (-2.4917, -4.4059, 1.8937)  0.43
H (1.0430, -0.5765, 4.8138)  0.41
Cd (0.7860, -0.4529, -0.3780)  2.32
H (-3.1251, -1.4566, 4.6418)  0.37
H (4.8142, -1.1483, 2.0836)  0.56
C (3.5964, 0.0902, -0.8488)  -0.38
H (4.6564, 1.4299, -2.1252)  0.56
C (-5.7709, 3.7940, -1.6518)  -0.65
C (3.6194, -0.6401, 0.3818)  0.40
O (-1.0381, 0.2034, -2.0107)  -0.69
C (0.9621, -2.8011, 1.7763)  0.27
H (-0.4203, -1.0322, -6.4623)  0.42
H (-0.6157, -3.2102, -2.7723)  0.43
C (-2.2319, -1.0726, 4.1706)  -0.82
O (0.7175, 2.3188, -1.0066)  -0.56
N (-1.1492, 0.3906, 0.9570)  0.76
H (-6.6737, 4.2976, -1.9687)  0.36
C (2.4597, 0.0160, -2.9530)  -0.09
O (3.2964, 0.5079, -3.7135)  -0.80
C (4.7679, -0.5794, 1.1693)  -0.65
C (-1.0265, -1.0933, 4.8459)  -0.76
C (-0.5604, -4.3135, 2.8467)  -0.33
H (-6.7348, 2.7104, -0.0676)  0.39
Cl (7.1405, 1.9422, -0.8443)  -0.25
C (0.0725, -0.0322, 2.9835)  0.30
C (-3.3788, 3.4324, -1.8966)  0.70
C (2.3114, 0.7279, 3.1010)  -1.30
C (-0.6578, -2.2384, -4.6972)  -0.66
C (-1.5014, -3.9719, 1.8860)  -0.92
C (1.2762, -0.7065, -3.5537)  0.44
H (2.9950, 1.2606, 2.4458)  0.21
H (1.4110, 0.3249, -5.4172)  0.45
C (-3.4460, 2.4410, -0.8807)  1.21
O (3.1349, -2.4488, 2.6334)  -0.82
N (2.4822, -0.0846, -1.6265)  0.53

=====

Record 4
Computed, not measured: one molecule with the formula C4H3N in a non-equilibrium geometry, with ωB97M-V/def2-TZVPD.

- LUMO energy (spin up / spin down): 0.147 / 0.147 eV
- E_tot: -5681.1287 eV
- ΔE to the lowest compared entry with this formula, charge and spin: 326.0 kJ/mol
- SMILES string: C=C=C=C=N
- Kohn-Sham gap (spin up / spin down): 9.144 / 9.145 eV

Each line ends with the natural charge from an NBO analysis.
Positions of all 8 atoms, in Å:
C (-0.0652, -1.7228, -0.4974)  0.48
N (-0.7587, -2.2201, 0.3676)  -0.59
H (-0.9707, -1.1359, 0.7577)  0.42
H (0.6572, 1.7275, 0.8175)  0.24
C (-0.0237, 1.3599, 0.0673)  -0.63
C (0.5341, -0.7752, -1.1463)  -0.35
H (-0.8247, 1.9583, -0.3296)  0.24
C (0.4083, 0.4121, -0.7336)  0.19

=====

The lowest ΔE to the lowest compared entry with this formula, charge and spin belongs to which entry? C36H23CdCl2N6O5